# 1
Density functional theory data (the ωB97M-V functional and the def2-TZVPD basis) for a gas-phase ion, C6H15N2 (charge +1) in a non-equilibrium geometry.

SMILES ... CNC[C@H]1CCC[NH2+]1
HOMO ... -12.529 eV
LUMO level ... -0.121 Ha

ORCA input file:
```
! wB97M-V def2-TZVPD RIJCOSX def2/J DEFGRID3
* xyz 1 1
C 1.12144 0.61749 0.48566
N 1.54597 0.06459 1.74658
C 2.08414 -1.29638 1.65914
C -0.03237 -0.23031 -0.03136
N -0.12076 -0.33669 -1.52002
C -1.40596 0.43787 -1.98952
C -2.09190 0.92401 -0.71612
C -1.39728 0.21094 0.46879
H 1.95523 0.73788 -0.22343
H 0.75943 1.63705 0.64197
H 2.17320 0.62794 2.28970
H 1.35536 -2.03258 2.01140
H 2.35847 -1.60172 0.64569
H 2.93160 -1.41782 2.32924
H 0.02240 -1.25485 0.33208
H -0.28500 -1.21831 -1.90066
H 0.62724 0.11575 -2.03981
H -1.10641 1.28374 -2.59426
H -1.97503 -0.34467 -2.48080
H -3.16461 0.78846 -0.66946
H -1.99386 2.00654 -0.63463
H -1.28979 0.83745 1.33974
H -2.07149 -0.55637 0.85008
*
```

---

# 2
Density functional theory data (the ωB97M-V functional and the def2-TZVPD basis) for a molecular structure, C3H6BrClIN in a non-equilibrium geometry.

HOMO ... -8.485 eV
LUMO level ... -0.008 Ha

ORCA input file:
```
! wB97M-V def2-TZVPD RIJCOSX def2/J DEFGRID3
* xyz 0 1
C -1.01951 0.57877 1.06360
C -0.75102 -0.55795 -1.10519
C 1.76597 0.19816 0.04204
N -0.37587 0.50248 -0.26878
Cl 1.86693 0.56764 1.73060
Br 2.42639 1.58484 -1.04152
I 2.09906 -1.77207 -0.51183
H -0.64223 -0.34807 1.64633
H -0.74992 1.51526 1.41571
H -2.07456 0.36609 0.78414
H -1.57674 -0.14281 -1.52482
H -0.01043 -0.98658 -1.77003
H -0.95809 -1.50576 -0.46025
*
```

---

# 3
Density functional theory data (the ωB97M-V functional and the def2-TZVPD basis) for a single C22H29N5O2 molecule.

SMILES ... Cc1ccc(NC(=O)NCCN2CCN(C(=O)Nc3ccc(C)cc3)CC2)cc1
HOMO ... -7.453 eV
LUMO level ... 0.021 Ha

ORCA input file:
```
! wB97M-V def2-TZVPD RIJCOSX def2/J DEFGRID3
* xyz 0 1
C -6.18178 -0.70232 1.10343
C -4.70144 -0.86284 0.92001
C -3.81576 -0.33991 1.85564
C -2.45279 -0.46990 1.69364
C -1.93185 -1.12740 0.57958
C -2.80980 -1.65499 -0.36076
C -4.17438 -1.52007 -0.18234
H -4.84296 -1.93983 -0.92175
H -2.41744 -2.16593 -1.22340
N -0.54779 -1.23297 0.47997
C 0.18852 -1.83857 -0.50630
O -0.25306 -2.33961 -1.52116
N 1.52515 -1.87220 -0.20618
H 1.88297 -1.26355 0.51516
C 2.49610 -2.26007 -1.20409
H 2.32942 -3.30445 -1.48192
C 3.89975 -2.07609 -0.61709
N 4.01251 -0.74251 -0.07150
C 4.36489 0.29617 -1.01287
H 3.71054 0.20611 -1.88319
C 4.16125 1.65191 -0.29555
N 3.32004 1.45127 0.86406
C 1.96011 1.24500 0.77506
O 1.32154 0.79631 1.71551
N 1.37237 1.62534 -0.39856
C -0.01800 1.67117 -0.61751
C -0.52387 1.27286 -1.84984
C -1.87920 1.34638 -2.09758
C -2.75791 1.82768 -1.13402
C -2.23990 2.22869 0.08874
C -0.88489 2.15465 0.35254
H -0.49556 2.46391 1.30903
H -2.90498 2.60707 0.85086
C -4.22661 1.89492 -1.41720
H -4.74565 2.45394 -0.64297
H -4.41276 2.36828 -2.37991
H -4.64005 0.88788 -1.45004
H -2.26229 1.02147 -3.05350
H 0.14485 0.89446 -2.61040
H 1.92980 1.63276 -1.23649
C 4.02068 0.67682 1.87248
H 4.76646 1.31154 2.35790
C 4.68415 -0.54914 1.19359
H 4.55615 -1.43514 1.81511
H 5.76628 -0.37739 1.06121
H 3.28184 0.36751 2.61206
H 5.11765 2.02956 0.07614
H 3.74850 2.41482 -0.95623
H 5.40915 0.20601 -1.36472
H 4.03341 -2.79442 0.19374
H 4.65739 -2.28242 -1.38793
H 2.37286 -1.65769 -2.11469
H -0.03615 -0.71953 1.19099
H -1.77499 -0.05773 2.42737
H -4.20338 0.17399 2.72438
H -6.48634 -1.05176 2.08902
H -6.72997 -1.26416 0.35102
H -6.46334 0.34789 1.02187
*
```

---

# 4
Density functional theory data (the ωB97M-V functional and the def2-TZVPD basis) for a single C5H12N2O molecule in a non-equilibrium geometry.

SMILES ... C[C@H](C=O)NCCN
HOMO ... -9.086 eV
LUMO level ... 0.023 Ha

ORCA input file:
```
! wB97M-V def2-TZVPD RIJCOSX def2/J DEFGRID3
* xyz 0 1
N 0.46050 2.42166 -0.86508
C -0.85934 1.76949 -0.86670
C -1.13810 1.00180 0.48472
N -0.13665 0.00194 0.90831
C 0.07332 -2.43234 0.89727
C 0.14348 -1.18854 0.06342
C 1.46876 -0.90908 -0.71667
O 2.26287 -1.73986 -1.09646
H 1.18895 1.64195 -1.00119
H 0.52392 2.63042 0.13613
H -1.67055 2.60992 -1.07144
H -0.98661 1.25439 -1.83379
H -1.02115 1.74766 1.32063
H -2.13918 0.42740 0.43951
H 0.76517 0.27204 1.30399
H -0.76947 -2.40107 1.59373
H 0.00720 -3.46606 0.36122
H 0.90640 -2.61262 1.56391
H -0.69214 -1.21465 -0.62271
H 1.61262 0.18552 -0.99878
*
```

---

# 5
Density functional theory data (the ωB97M-V functional and the def2-TZVPD basis) for 8 unconnected molecules or ions with the total composition C22H60O10 in a non-equilibrium geometry.

SMILES ... CC(C)O.CC(C)O.CC(C)O.CC(C)O.CC(C)O.CC(C)O.OCCO.OCCO
HOMO ... -9.775 eV
LUMO level ... 0.013 Ha

ORCA input file:
```
! wB97M-V def2-TZVPD RIJCOSX def2/J DEFGRID3
* xyz 0 1
C 16.63700 30.30800 25.91800
C 15.64900 29.37400 26.67600
O 16.41200 28.31600 27.24700
O 15.91700 31.52600 25.47100
H 17.03700 29.93900 24.88900
H 17.49800 30.48500 26.55000
H 15.16600 28.90000 25.87200
H 15.01400 29.85700 27.43300
H 16.88500 28.86400 28.10000
H 15.50600 31.91400 26.19000
C 12.24600 30.51500 29.36500
C 11.40800 30.92500 28.31200
O 12.10200 31.83900 27.51000
O 11.62100 29.70500 30.30100
H 12.52500 31.48500 29.74500
H 13.16600 29.88000 28.92800
H 10.41100 31.25100 28.61800
H 11.07000 30.12700 27.58700
H 12.16300 31.78300 26.57500
H 11.39300 28.76200 29.79600
C 12.21400 29.39300 24.04200
C 12.73300 30.79200 23.51200
C 12.11000 31.21400 22.22300
O 12.34300 31.68800 24.55900
H 12.56500 29.15400 25.11300
H 12.66700 28.62600 23.45800
H 11.08200 29.32200 23.86100
H 13.71500 30.72400 23.48600
H 12.50900 30.40200 21.48800
H 12.43700 32.25300 21.81800
H 10.98800 31.43700 22.31800
H 12.42100 32.50200 24.26800
C 10.72900 27.68800 20.76400
C 10.84500 26.49200 19.83400
C 9.60600 26.13000 19.11600
O 11.70400 26.77800 18.79400
H 11.52100 27.86500 21.46900
H 9.87300 27.62300 21.56300
H 10.84700 28.46700 20.01500
H 11.25500 25.65900 20.40800
H 8.73100 26.18800 19.77900
H 9.75000 25.27700 18.43100
H 9.32100 27.13400 18.51800
H 11.84400 25.88100 18.32100
C 12.56400 35.47100 25.53700
C 12.89500 35.44000 23.97200
C 14.23400 34.95900 23.72000
O 11.92300 34.46800 23.53100
H 12.85900 34.50100 25.96100
H 11.60500 35.62400 25.76200
H 13.10400 36.25300 25.97900
H 12.42000 36.28300 23.53500
H 15.03600 35.66400 24.28100
H 14.63500 34.89600 22.69400
H 14.43800 33.98800 24.07800
H 11.11900 34.91800 23.30100
C 15.15000 26.78600 17.73200
C 15.67100 27.79900 18.79500
C 14.57900 28.23200 19.79800
O 16.79700 27.35900 19.51800
H 15.93000 26.51200 17.12000
H 14.18100 27.11800 17.24600
H 14.67200 25.93200 18.19400
H 16.00100 28.66900 18.30200
H 14.06700 27.48700 20.03400
H 13.84200 28.87900 19.32100
H 14.97000 28.54100 20.69600
H 17.00700 27.90500 20.19000
C 12.08800 25.95900 24.85900
C 13.51000 25.91700 24.24200
C 14.36100 24.75800 24.87300
O 13.47700 25.58600 22.83600
H 11.39600 26.78400 24.48000
H 12.06600 26.17500 25.99800
H 11.52600 24.96300 24.72900
H 13.94700 26.80700 24.53800
H 15.31400 24.64400 24.39500
H 13.84500 23.71400 24.78300
H 14.72100 25.11300 25.82100
H 14.45800 25.70000 22.54900
C 8.25500 34.03700 21.79700
C 8.17000 34.28900 23.30600
C 8.48800 33.26200 24.27900
O 9.06900 35.43000 23.54000
H 7.91500 35.00000 21.15200
H 7.71300 33.15700 21.62900
H 9.19800 33.79600 21.62200
H 7.12700 34.57700 23.57300
H 7.86800 32.24300 23.89100
H 8.17500 33.52600 25.32900
H 9.41500 32.89200 23.94100
H 8.64300 35.65400 24.37600
*
```

---

# 6
Density functional theory data (the ωB97M-V functional and the def2-TZVPD basis) for a molecular structure, C4H4EuO2 in a non-equilibrium geometry.

HOMO (spin up / spin down) ... -13.950 / -13.956 eV
LUMO level (spin up / spin down) ... -0.385 / -0.375 Ha
Expectation value of S² ... 15.759

ORCA input file:
```
! wB97M-V def2-TZVPD RIJCOSX def2/J DEFGRID3
* xyz 2 8
H -1.32987 1.32257 0.53125
O -2.18044 1.21907 -0.06984
C -2.17111 0.09995 -0.68528
C -0.94176 -0.72313 -0.43238
C 0.05258 -0.15196 0.57713
C 1.29236 0.13077 0.24954
O 2.33022 0.66803 0.02872
Eu 4.84394 0.04164 -0.32317
H -0.49885 -0.87832 -1.42945
H -1.28446 -1.71387 -0.09963
H -0.11259 -0.01475 1.65310
*
```